No. 1
This record from the OMol25 dataset describes a 4-piece molecular cluster, C19H31Br2N3O2 overall. The level of theory is ωB97M-V/def2-TZVPD.

Positions of all 57 atoms, in Å:
C (-0.33207, 1.93991, -1.52135)
C (0.32250, 1.08404, -0.43660)
Br (2.12674, 0.58346, -0.98559)
C (0.25629, 1.76403, 0.92966)
Br (1.57891, 3.15255, 1.19808)
C (0.27623, 0.85956, 2.17259)
C (1.46525, -0.09134, 2.38738)
C (0.98439, -1.38739, 1.75175)
C (-0.51370, -1.31060, 1.87859)
O (-1.33337, -2.17311, 1.79392)
O (-0.87746, -0.01559, 2.11662)
H (-0.05755, 2.99120, -1.38735)
H (-1.41878, 1.82787, -1.47162)
H (-0.00692, 1.63406, -2.51659)
H (-0.21054, 0.13489, -0.35981)
H (-0.70172, 2.29469, 0.94185)
H (0.14016, 1.51900, 3.03452)
H (1.60589, -0.19863, 3.46730)
H (2.39787, 0.29356, 1.97272)
H (1.40680, -2.31208, 2.14356)
H (1.20459, -1.37314, 0.67690)
C (-4.71257, -0.28446, -1.79907)
C (-5.05062, -0.37011, -3.28233)
C (-3.98619, -1.12325, -4.08811)
C (-2.69284, -0.44193, -4.05523)
N (-1.67354, 0.08341, -4.00608)
H (-3.78616, 0.26883, -1.63656)
H (-5.50497, 0.22502, -1.25159)
H (-4.59015, -1.27807, -1.36459)
H (-5.17119, 0.63279, -3.69588)
H (-6.00232, -0.88625, -3.41855)
H (-4.29175, -1.22888, -5.13002)
H (-3.85103, -2.12975, -3.68737)
C (-2.30890, -0.10774, 7.74032)
C (-2.40670, -0.02253, 6.22244)
C (-1.12432, -0.47686, 5.51779)
C (0.01603, 0.38636, 5.82018)
N (0.90869, 1.07607, 6.03558)
H (-1.52588, 0.54846, 8.12335)
H (-3.24924, 0.18811, 8.20487)
H (-2.08238, -1.12634, 8.06111)
H (-2.63795, 1.00072, 5.92096)
H (-3.22324, -0.65125, 5.86445)
H (-1.27195, -0.47510, 4.43694)
H (-0.87362, -1.49911, 5.80892)
C (6.56526, -0.14159, -5.30381)
C (5.11250, -0.47007, -5.62342)
C (4.14832, -0.02967, -4.51714)
C (4.39338, -0.73264, -3.25901)
N (4.57460, -1.29351, -2.27400)
H (6.89971, -0.66512, -4.40712)
H (7.21751, -0.43587, -6.12575)
H (6.69690, 0.92935, -5.13786)
H (5.00169, -1.54301, -5.79004)
H (4.81261, 0.02735, -6.54737)
H (3.11292, -0.21280, -4.80901)
H (4.24388, 1.04251, -4.33354)

## Properties
Multiplicity: 1
Total energy in a.u.: -6205.3624
LUMO in eV: 0.6
Structure (SMILES): C[C@@H](Br)[C@H](Br)[C@@H]1CCC(=O)O1.CCCC#N.CCCC#N.CCCC#N
HOMO-LUMO gap in eV: 10.53
Molar mass in g/mol: 493.28
HOMO energy in eV: -9.90

Taken from the Mulliken analysis, the atomic charges in e are: -1.406, 0.193, -0.080, -0.683, -0.023, 0.282, -0.735, -0.290, 0.473, -0.622, -0.538, 0.341, 0.256, 0.441, 0.132, 0.546, 0.476, 0.285, 0.413, 0.419, 0.085, -0.747, -0.427, -0.485, 0.283, -0.413, -0.019, 0.345, 0.311, 0.289, 0.306, 0.295, 0.276, -1.193, -0.587, 0.203, 0.271, -0.514, 0.333, 0.355, 0.303, 0.301, 0.369, -0.241, 0.400, -1.128, -0.474, -0.243, 0.185, -0.496, 0.347, 0.324, 0.300, 0.299, 0.310, 0.299, 0.295

No. 2
This record from the OMol25 dataset describes C23H29BrF3N2O2PPt as an isolated structure. The level of theory is ωB97M-V/def2-TZVPD.

Positions of all 62 atoms, in Å:
Pt (-0.25001, -0.27408, 0.30737)
O (-4.00823, 3.68893, 0.51140)
C (-4.43551, 3.03451, -0.62622)
C (-5.50440, 3.49975, -1.37727)
C (-5.86280, 2.82764, -2.53757)
C (-5.15369, 1.70449, -2.93995)
C (-4.09212, 1.25012, -2.16897)
C (-3.72298, 1.90305, -1.00361)
C (-2.58302, 1.37065, -0.15128)
O (-2.21398, 0.11400, -0.48283)
N (-1.44530, 2.33996, -0.34199)
N (-0.20817, 1.90126, -0.08531)
C (0.78033, 2.71681, -0.12362)
C (2.19306, 2.33505, -0.11266)
Br (2.58328, 0.50995, -0.42084)
C (3.14709, 3.26369, -0.00312)
C (4.61574, 3.12905, -0.00063)
C (5.28201, 2.14033, 0.72143)
C (6.66698, 2.07157, 0.70423)
C (7.40547, 2.98963, -0.02896)
C (6.75220, 3.99130, -0.73418)
C (5.36883, 4.06401, -0.71094)
H (-4.61840, 4.40673, 0.70578)
H (-6.05036, 4.38167, -1.05807)
H (-6.69731, 3.18806, -3.12612)
H (-5.43330, 1.17968, -3.84426)
H (-3.53320, 0.36112, -2.43251)
H (-2.88785, 1.46533, 0.90753)
H (-1.61507, 3.33198, -0.23374)
H (0.58560, 3.78197, -0.24802)
H (2.77441, 4.28352, 0.06717)
H (4.71547, 1.43601, 1.31402)
H (7.17118, 1.29783, 1.26923)
H (8.48622, 2.93075, -0.04395)
H (7.31971, 4.71875, -1.30001)
H (4.86014, 4.84759, -1.26079)
F (0.30315, -2.23989, -1.38419)
C (-0.21673, -2.16749, -0.12000)
F (0.57772, -3.02487, 0.60749)
F (-1.41754, -2.78459, -0.16938)
C (-1.32816, 1.28444, 3.62654)
C (0.06487, 0.66022, 3.65324)
P (0.26272, -0.73860, 2.50473)
C (1.95692, -1.34540, 2.86413)
C (2.43659, -1.42503, 4.31324)
C (-0.92239, -1.99828, 3.09584)
C (-0.84400, -2.45676, 4.55085)
H (-1.36425, 2.17541, 4.25426)
H (-2.08331, 0.58884, 3.99578)
H (-1.61837, 1.57440, 2.61610)
H (0.31683, 0.31844, 4.65853)
H (0.81929, 1.39923, 3.36709)
H (2.60783, -0.67627, 2.29527)
H (2.02786, -2.31460, 2.37028)
H (2.42492, -0.44760, 4.79758)
H (3.46580, -1.78611, 4.34728)
H (1.83486, -2.10150, 4.91705)
H (-0.82183, -2.84207, 2.41722)
H (-1.90291, -1.56778, 2.87593)
H (-0.02357, -3.15575, 4.70958)
H (-1.76497, -2.97073, 4.82847)
H (-0.71386, -1.62785, 5.24967)

## Properties
Energy above the lowest of the compared OMol25 structures with the same formula, charge and spin in kcal/mol: 28.2
Multiplicity: 1
Total energy in a.u.: -4488.0571
LUMO (alpha / beta) in eV: -0.2 / -0.2
HOMO-LUMO gap (alpha / beta) in eV: 6.99 / 6.99
Molar mass in g/mol: 728.45
HOMO energy (alpha / beta) in eV: -7.14 / -7.14

Taken from the Mulliken analysis, the atomic charges in e are: 0.924, -0.539, 0.929, -0.851, -0.437, -0.792, -0.216, -0.399, 0.934, -0.908, -0.113, -0.458, -0.516, 0.633, -0.059, -0.874, 0.310, -0.228, -0.642, -0.408, -0.546, -0.449, 0.302, 0.291, 0.371, 0.391, 0.453, 0.023, 0.329, 0.349, 0.372, 0.533, 0.382, 0.373, 0.371, 0.400, -0.236, 0.657, -0.216, -0.244, -1.037, -0.661, 0.056, -0.024, -1.227, -0.603, -1.491, 0.439, 0.318, 0.002, 0.560, 0.414, -0.183, 0.338, 0.299, 0.427, 0.214, 0.474, 0.435, 0.331, 0.400, 0.324